1.
An isolated ion of composition C4H13N3 and charge +2 in a non-equilibrium geometry, computed with the ωB97M-V functional and the def2-TZVPD basis.

XYZ file:
```
20
C4H13N3 | the OMol25 dataset | the ωB97M-V functional and the def2-TZVPD basis
N 0.5276 1.1746 3.6903
C 0.5388 0.2477 2.7643
N 0.5591 0.5516 1.4946
C 0.4247 -0.4502 0.4193
C -0.3994 0.0884 -0.7457
C 0.0081 -0.6056 -2.0528
N -1.0572 -0.4709 -3.1144
H 0.6646 1.0380 4.6822
H 0.5358 2.1426 3.4188
H 0.6894 -0.7784 3.0734
H 0.6832 1.5025 1.1890
H 0.0539 -1.3918 0.8131
H 1.4376 -0.7212 0.1076
H -0.4190 1.1746 -0.8008
H -1.4430 -0.2083 -0.5693
H 0.1408 -1.6649 -1.8465
H 0.9373 -0.1877 -2.4292
H -1.8960 -0.8996 -2.7649
H -0.7922 -1.0392 -3.9263
H -1.1941 0.4979 -3.4028
```

Summary:
HOMO: -18.33 eV
Net charge: +2
SMILES string: N/C=[NH+]/CCC[NH3+]
LUMO: -6.55 eV
Multiplicity: 1

Atom-resolved charges from Löwdin, all expressed in e: atom 1 (N): 0.219, atom 2 (C): -0.105, atom 3 (N): 0.072, atom 4 (C): -0.142, atom 5 (C): -0.152, atom 6 (C): -0.129, atom 7 (N): 0.222, atom 8 (H): 0.156, atom 9 (H): 0.143, atom 10 (H): 0.179, atom 11 (H): 0.168, atom 12 (H): 0.141, atom 13 (H): 0.140, atom 14 (H): 0.127, atom 15 (H): 0.131, atom 16 (H): 0.144, atom 17 (H): 0.146, atom 18 (H): 0.166, atom 19 (H): 0.189, atom 20 (H): 0.186

2.
C40H42Br2F6IN6O2P2SSe2Sr as an isolated structure, computed with the ωB97M-V functional and the def2-TZVPD basis.

XYZ file:
```
105
C40H42Br2F6IN6O2P2SSe2Sr | the OMol25 dataset | the ωB97M-V functional and the def2-TZVPD basis
Sr -1.1193 -0.0775 0.1497
C -3.6886 7.3924 -0.5832
C -3.3276 6.0929 0.0862
C -3.1053 4.9461 -0.6752
C -2.7872 3.7434 -0.0754
C -2.6985 3.6797 1.3117
C -2.9298 4.8017 2.0915
C -3.2365 6.0056 1.4697
S -2.2266 2.1643 2.0748
O -2.4977 2.2717 3.4832
O -2.9560 1.1005 1.3495
N -0.7397 1.8745 1.6626
C 0.4082 2.3540 2.2747
C 0.4614 3.3012 3.3106
C 1.6927 3.7140 3.7690
C 2.8532 3.1867 3.2096
C 2.6989 2.2377 2.2161
N 1.5193 1.8212 1.7657
H -3.1144 7.5364 -1.4991
H -3.5043 8.2409 0.0749
H -4.7465 7.4027 -0.8551
H -3.1790 4.9941 -1.7559
H -2.6224 2.8651 -0.6871
H -2.8660 4.7256 3.1685
H -3.4086 6.8892 2.0732
H -0.4535 3.6900 3.7362
H 1.7512 4.4518 4.5604
H 3.8370 3.4967 3.5334
H 3.5676 1.7828 1.7468
Se 2.0137 -1.8065 1.6729
P 3.6586 -1.3978 0.3605
Se 2.6197 0.0623 -0.8362
C 4.2363 -2.8362 -0.5592
C 4.8974 -3.8481 0.1363
C 5.3284 -4.9765 -0.5400
C 5.1076 -5.0936 -1.9073
C 4.4560 -4.0842 -2.5995
C 4.0155 -2.9513 -1.9261
C 5.1172 -0.7275 1.1760
C 6.2592 -0.4961 0.4101
C 7.3803 0.0588 1.0025
C 7.3649 0.3771 2.3554
C 6.2299 0.1446 3.1169
C 5.0984 -0.4069 2.5291
H 5.0701 -3.7520 1.2022
H 5.8372 -5.7656 -0.0024
H 5.4482 -5.9760 -2.4335
H 4.2903 -4.1755 -3.6651
H 3.5015 -2.1565 -2.4530
H 6.2682 -0.7474 -0.6443
H 8.2665 0.2447 0.4100
H 8.2436 0.8101 2.8157
H 6.2195 0.3960 4.1693
H 4.1995 -0.5758 3.1081
F -1.3733 0.7878 -2.1933
P -2.6798 0.1855 -3.0668
F -1.7940 -1.1155 -3.3971
F -3.5016 1.4854 -2.6297
F -2.1281 0.9156 -4.3726
F -3.9375 -0.4297 -3.8182
F -3.1388 -0.5471 -1.6454
Br -1.9438 -4.8769 3.7839
C -3.3053 -3.5821 3.5742
C -4.6139 -4.0321 3.4629
C -5.6447 -3.1243 3.2739
C -5.3716 -1.7670 3.2000
C -4.0667 -1.3125 3.3194
C -3.0321 -2.2208 3.5039
I -1.0940 -1.4538 3.6404
H -4.8132 -5.0933 3.5203
H -6.6616 -3.4835 3.1846
H -6.1703 -1.0532 3.0490
H -3.8491 -0.2550 3.2559
C -2.6226 -3.2556 0.3295
N -2.2440 -3.7166 -0.9916
C -3.3752 -3.7841 -1.9168
C -1.0054 -3.3359 -1.4668
N -0.3238 -2.4068 -0.8780
N -0.5559 -4.0158 -2.5673
C 0.5171 -3.4506 -3.3571
C -0.8471 -5.4166 -2.8010
H -3.4101 -3.9021 0.7190
H -3.0374 -2.2364 0.3123
H -1.7658 -3.3029 0.9983
H -3.8732 -2.8142 -1.9908
H -4.0894 -4.5254 -1.5549
H -3.0457 -4.0681 -2.9099
H 0.6384 -2.3849 -1.2003
H 0.4447 -2.3644 -3.3536
H 0.4120 -3.7939 -4.3870
H 1.5061 -3.7552 -2.9905
H -1.4558 -5.8095 -1.9919
H 0.0878 -5.9839 -2.8380
H -1.3739 -5.5648 -3.7482
Br 0.6878 5.1037 0.2303
C 0.5137 4.3513 -1.5055
C 0.0834 5.1724 -2.5383
C -0.0195 4.6075 -3.7970
C 0.3171 3.2747 -3.9688
C 0.7309 2.5572 -2.8618
N 0.8191 3.0784 -1.6335
H -0.1595 6.2081 -2.3504
H -0.3609 5.2044 -4.6335
H 0.2364 2.7898 -4.9315
H 0.9802 1.5071 -2.9560
```

Summary:
HOMO (alpha / beta): -7.80 / -7.80 eV
⟨S²⟩: 0.76
Net charge: 0
LUMO (alpha / beta): 0.12 / -2.37 eV
Multiplicity: 2

Results of the Löwdin charge analysis, in e, for atoms 1 through 99: atom 1 (Sr): 1.255, atom 2 (C): -0.046, atom 3 (C): -0.271, atom 4 (C): -0.038, atom 5 (C): -0.056, atom 6 (C): -0.284, atom 7 (C): -0.051, atom 8 (C): -0.037, atom 9 (S): 0.527, atom 10 (O): -0.306, atom 11 (O): -0.486, atom 12 (N): -0.268, atom 13 (C): -0.450, atom 14 (C): -0.048, atom 15 (C): -0.084, atom 16 (C): -0.082, atom 17 (C): -0.172, atom 18 (N): 0.074, atom 19 (H): 0.075, atom 20 (H): 0.075, atom 21 (H): 0.085, atom 22 (H): 0.121, atom 23 (H): 0.098, atom 24 (H): 0.110, atom 25 (H): 0.113, atom 26 (H): 0.096, atom 27 (H): 0.106, atom 28 (H): 0.095, atom 29 (H): 0.080, atom 30 (Se): 0.336, atom 31 (P): 0.108, atom 32 (Se): 0.446, atom 33 (C): -0.404, atom 34 (C): -0.082, atom 35 (C): -0.070, atom 36 (C): -0.074, atom 37 (C): -0.081, atom 38 (C): -0.118, atom 39 (C): -0.411, atom 40 (C): -0.082, atom 41 (C): -0.071, atom 42 (C): -0.073, atom 43 (C): -0.069, atom 44 (C): -0.113, atom 45 (H): 0.114, atom 46 (H): 0.107, atom 47 (H): 0.106, atom 48 (H): 0.108, atom 49 (H): 0.064, atom 50 (H): 0.113, atom 51 (H): 0.107, atom 52 (H): 0.106, atom 53 (H): 0.109, atom 54 (H): 0.071, atom 55 (F): -0.299, atom 56 (P): 0.175, atom 57 (F): -0.137, atom 58 (F): -0.127, atom 59 (F): -0.121, atom 60 (F): -0.113, atom 61 (F): -0.230, atom 62 (Br): 0.729, atom 63 (C): -0.760, atom 64 (C): -0.143, atom 65 (C): -0.076, atom 66 (C): -0.063, atom 67 (C): -0.139, atom 68 (C): -0.723, atom 69 (I): 0.997, atom 70 (H): 0.099, atom 71 (H): 0.107, atom 72 (H): 0.112, atom 73 (H): 0.076, atom 74 (C): -0.087, atom 75 (N): -0.146, atom 76 (C): -0.038, atom 77 (C): -0.461, atom 78 (N): 0.034, atom 79 (N): -0.156, atom 80 (C): -0.050, atom 81 (C): -0.057, atom 82 (H): 0.093, atom 83 (H): 0.074, atom 84 (H): 0.056, atom 85 (H): 0.081, atom 86 (H): 0.091, atom 87 (H): 0.081, atom 88 (H): -0.003, atom 89 (H): 0.084, atom 90 (H): 0.096, atom 91 (H): 0.074, atom 92 (H): 0.089, atom 93 (H): 0.089, atom 94 (H): 0.088, atom 95 (Br): 0.823, atom 96 (C): -0.732, atom 97 (C): -0.121, atom 98 (C): -0.061, atom 99 (C): -0.057